No. 1
59
Properties=species:S:1:pos:R:3:forces:R:3 method="wB97M-V/def2-TZVPD" gap_ev=7.912 total_energy_ha=-1311.59339 fmax_ev_per_a=6.39 e_homo_ev=-8.02
C 5.666 2.716 1.219 0.81 0.03 0.97
O 4.354 3.372 1.088 0.15 -2.39 -1.19
C 3.364 2.441 0.457 -0.60 0.63 -0.27
C 2.693 1.467 1.600 0.09 -0.15 -0.25
C 2.149 0.025 1.018 0.54 -0.88 0.75
C 0.520 -0.031 0.844 0.67 2.02 1.05
P -0.145 -1.482 -0.196 -1.21 0.73 -1.59
C -1.095 -0.207 -1.321 -0.78 1.05 -2.02
C -0.058 0.583 -2.370 -0.90 0.65 0.67
C 0.288 -0.285 -3.717 1.52 0.74 -0.16
C 0.391 0.715 -5.054 -0.48 -0.22 0.60
O 1.591 1.608 -4.938 -2.36 0.41 0.81
C -1.830 -2.316 0.143 -1.24 -1.61 1.31
C -2.700 -1.494 1.312 -0.69 -0.18 0.43
C -4.071 -0.792 0.709 0.04 -0.07 0.39
C -4.146 0.795 1.145 -0.65 -0.69 0.00
O -5.006 1.497 0.143 2.81 0.98 0.81
C -4.295 2.683 -0.377 -0.28 0.56 -1.22
C 0.866 -2.808 0.715 0.39 -1.84 3.67
C 0.512 -2.716 2.463 -1.92 -2.81 -1.31
C 0.684 -4.222 3.294 -0.06 2.37 1.35
O -0.750 -3.489 2.937 4.70 4.29 -0.62
H 6.047 2.950 2.320 -0.80 -0.70 -2.26
H 5.568 1.544 1.066 0.38 2.48 0.31
H 6.502 3.178 0.506 -2.07 -1.03 1.18
H 2.536 3.147 -0.024 1.79 -1.54 1.07
H 3.869 1.840 -0.439 -1.01 1.10 2.04
H 1.769 2.017 2.117 2.22 -1.09 -1.01
H 3.545 1.252 2.396 -1.91 0.53 -1.59
H 2.474 -0.792 1.826 -0.71 1.70 -1.80
H 2.708 -0.310 0.019 -1.26 0.95 2.03
H 0.009 -0.029 1.922 1.13 -0.14 -2.25
H 0.203 1.019 0.371 0.57 -2.46 0.89
H 0.568 -1.869 -1.421 -0.21 0.12 0.70
H -1.872 -0.755 -2.043 1.60 1.03 1.56
H -1.741 0.539 -0.678 1.27 -1.22 -1.27
H -0.617 1.594 -2.666 1.25 -2.07 0.40
H 0.924 0.925 -1.785 -1.96 -0.86 -1.40
H -0.401 -1.213 -3.904 1.03 1.98 0.40
H 1.396 -0.706 -3.578 -2.39 0.78 -0.44
H -0.531 1.464 -5.120 1.60 -2.00 0.05
H 0.458 0.025 -6.025 0.08 1.83 2.08
H 1.253 2.441 -4.455 0.87 -2.08 -1.15
H -2.547 -2.394 -0.778 1.78 0.36 1.52
H -1.606 -3.441 0.473 -0.68 2.57 -0.41
H -3.027 -2.225 2.192 0.98 1.49 -2.01
H -2.084 -0.631 1.813 -0.95 -1.74 -0.97
H -5.031 -1.344 1.144 2.08 1.22 -0.93
H -4.120 -0.919 -0.454 0.18 0.55 2.18
H -3.091 1.318 1.241 -2.04 -1.20 -0.38
H -4.676 0.859 2.188 1.03 -0.01 -1.88
H -4.396 3.635 0.325 0.22 -2.09 -1.31
H -4.806 2.932 -1.425 1.04 -0.46 2.37
H -3.149 2.472 -0.612 -2.37 0.31 0.65
H 0.563 -3.928 0.473 0.56 2.42 0.37
H 2.028 -2.730 0.619 -2.14 0.03 0.16
H 0.872 -1.673 3.064 -1.26 -3.27 -1.39
H 0.045 -4.639 4.159 1.30 -0.97 -1.50
H 1.374 -3.613 4.058 -1.72 -0.13 -0.21



No. 2
9
Properties=species:S:1:pos:R:3:forces:R:3 method="wB97M-V/def2-TZVPD" gap_ev=10.154 de_lowest_ev=5.289 total_energy_ha=-246.16249 fmax_ev_per_a=3.31 e_homo_ev=-9.03
C -1.594 -0.087 0.142 0.61 3.17 -0.71
N -0.482 -0.006 -0.479 -1.07 1.12 -2.31
H -1.528 -0.565 1.061 -0.19 -1.81 1.44
H -2.487 0.618 0.127 0.87 -0.84 -0.88
H -0.410 0.697 -1.325 -0.85 -1.56 2.05
O 2.540 0.678 0.099 0.88 0.91 2.98
O 1.925 -0.578 0.348 0.00 -1.76 -0.49
H 2.779 0.858 1.102 -0.55 -0.17 -3.17
H 1.609 -0.898 -0.536 0.29 0.93 1.09



No. 3
97
Properties=species:S:1:pos:R:3:forces:R:3 method="wB97M-V/def2-TZVPD" multiplicity=4 total_charge=+2 gap_ev="7.277 / 7.916" total_energy_ha=-3899.57690 fmax_ev_per_a=3.74 s_squared=3.757 e_homo_ev="-13.64 / -13.63"
Nd -0.821 -0.822 -0.207 0.21 -0.52 0.29
Cl -2.269 -2.546 -1.232 -0.04 -0.01 0.02
P -0.724 1.027 -2.455 -1.86 0.44 -0.88
P 1.451 -2.448 0.545 -0.66 -1.01 0.40
C -2.078 2.098 -1.797 -0.03 0.61 0.53
C -1.561 0.255 -3.902 -0.08 -0.67 -0.19
C 0.513 2.158 -3.109 1.29 0.42 -0.19
C 3.080 -1.934 1.116 0.83 0.43 0.15
C 0.503 -2.982 2.058 -0.08 0.78 0.64
C 1.583 -4.013 -0.390 -0.38 -0.19 -0.49
C -1.935 3.489 -1.663 0.47 -0.56 -0.15
C -2.929 4.250 -1.069 -0.14 0.44 -0.05
C -4.079 3.663 -0.578 -0.27 0.33 -0.04
C -4.202 2.292 -0.642 -0.48 -0.69 0.24
C -3.222 1.511 -1.223 0.94 -0.53 -0.22
H -1.002 3.964 -1.959 -0.28 -0.01 -0.24
H -2.825 5.325 -0.998 0.14 0.01 -0.03
H -4.885 4.262 -0.151 0.32 -0.15 -0.11
H -5.083 1.819 -0.225 0.02 -0.05 -0.01
H -3.289 0.409 -1.186 -0.38 0.42 -0.32
C 1.402 2.818 -2.232 -0.30 -0.63 -0.34
C 2.403 3.661 -2.712 -0.39 -0.24 0.50
C 2.545 3.867 -4.072 -0.11 0.13 -0.56
C 1.715 3.183 -4.966 0.03 0.22 0.40
C 0.724 2.327 -4.484 -0.22 -0.23 -0.25
H 1.321 2.566 -1.180 0.09 0.38 0.21
H 3.063 4.153 -2.012 0.03 0.01 0.01
H 3.304 4.569 -4.437 -0.31 -0.41 0.10
H 1.830 3.345 -6.035 -0.03 -0.17 0.17
H 0.128 1.748 -5.192 0.05 0.31 0.15
C -2.680 0.821 -4.511 -0.38 0.48 0.14
C -3.301 0.204 -5.600 0.38 0.14 0.24
C -2.818 -1.004 -6.083 -0.28 0.17 -0.30
C -1.752 -1.611 -5.449 0.42 0.10 0.29
C -1.124 -1.001 -4.379 0.07 0.83 0.80
H -3.114 1.744 -4.102 0.28 -0.34 -0.36
H -4.137 0.688 -6.080 -0.12 0.02 0.02
H -3.270 -1.469 -6.962 0.08 0.12 0.35
H -1.384 -2.554 -5.790 0.12 -0.48 -0.20
H -0.304 -1.472 -3.833 -0.05 -0.17 -0.41
C -0.486 -3.966 2.025 -0.31 -0.25 -1.38
C -1.201 -4.322 3.157 -0.25 -0.17 0.18
C -1.024 -3.655 4.359 0.15 -0.42 -0.14
C -0.126 -2.608 4.384 0.36 0.18 -0.13
C 0.630 -2.266 3.270 -0.13 -0.11 -0.66
H -0.766 -4.421 1.052 0.44 0.00 0.78
H -1.906 -5.138 3.110 -0.13 -0.03 -0.14
H -1.563 -3.959 5.255 0.08 0.14 -0.26
H -0.029 -2.035 5.280 0.19 0.30 0.45
H 1.251 -1.379 3.289 0.32 -0.20 0.18
C 3.436 -0.572 1.209 -0.58 -0.56 -0.38
C 4.684 -0.163 1.656 -0.59 -0.58 -0.22
C 5.627 -1.114 2.010 0.25 -0.46 0.16
C 5.317 -2.475 1.907 -0.69 0.35 -0.20
C 4.044 -2.879 1.452 0.91 -0.05 0.35
H 2.713 0.144 0.840 -0.01 0.33 0.23
H 4.900 0.881 1.693 0.24 0.51 0.05
H 6.614 -0.789 2.354 -0.36 -0.22 -0.12
H 6.054 -3.218 2.181 -0.04 -0.01 -0.07
H 3.839 -3.939 1.342 0.05 0.14 0.10
C 1.893 -5.209 0.254 0.26 -0.50 0.31
C 2.062 -6.391 -0.475 -0.08 0.35 0.01
C 1.831 -6.415 -1.845 0.21 -0.06 0.12
C 1.419 -5.254 -2.475 -0.08 0.50 0.05
C 1.290 -4.066 -1.773 0.27 0.44 1.10
H 1.980 -5.256 1.347 0.15 0.10 -0.48
H 2.390 -7.286 0.029 -0.09 -0.13 0.14
H 1.979 -7.325 -2.429 -0.09 0.25 0.27
H 1.214 -5.243 -3.524 -0.12 -0.12 -0.48
H 0.946 -3.146 -2.241 0.13 -0.21 -0.29
H 1.528 0.087 -1.094 -0.33 -2.39 -2.76
H 1.366 -0.494 -1.785 0.87 2.30 2.82
C -2.382 4.849 2.416 -0.28 0.15 0.34
C -1.258 3.971 1.941 -0.71 0.06 0.43
O -1.787 2.596 2.266 1.30 0.11 -1.12
P -1.040 1.519 1.365 1.14 -1.33 2.08
O -1.532 0.024 2.073 -0.36 1.90 -0.61
C -1.919 -0.135 3.511 -0.35 -0.38 -0.58
C -3.160 0.596 3.946 -0.33 0.05 0.01
O 0.546 1.434 1.814 -0.44 0.64 0.19
C 1.139 1.667 3.168 -0.56 0.19 -0.18
C 2.231 2.715 3.112 0.24 0.59 -0.03
H -3.304 4.497 1.911 0.50 0.54 0.15
H -2.177 5.925 2.205 -0.29 -0.82 0.33
H -2.531 4.634 3.495 0.09 0.59 -0.55
H -1.066 4.131 0.872 -0.09 -0.56 0.10
H -0.326 4.068 2.488 0.00 0.17 0.11
H -2.052 -1.201 3.540 -0.01 -0.35 0.38
H -1.084 0.158 4.136 0.33 -0.01 -0.15
H -3.024 1.661 3.804 -0.30 0.07 0.05
H -4.094 0.252 3.478 0.44 0.09 -0.09
H -3.280 0.428 5.023 0.10 -0.07 -0.13
H 0.323 2.002 3.838 0.38 -0.16 -0.32
H 1.525 0.712 3.551 -0.17 0.20 -0.37
H 1.840 3.722 2.841 0.23 -0.73 0.08
H 2.642 2.809 4.131 -0.09 -0.03 -0.31
H 3.083 2.476 2.442 -0.68 -0.06 0.30



No. 4
99
Properties=species:S:1:pos:R:3:forces:R:3 method="wB97M-V/def2-TZVPD" total_charge=+1 gap_ev=6.670 total_energy_ha=-2637.44236 fmax_ev_per_a=4.26 e_homo_ev=-11.87
C 4.611 1.289 0.955 -0.23 -0.40 0.53
C 3.457 1.007 1.992 -0.25 0.52 -0.42
C 2.033 0.875 1.332 0.08 -0.25 -0.19
C 2.024 -0.088 0.077 0.84 0.33 1.33
N 0.861 -1.042 0.087 0.17 0.60 -1.32
C -0.163 -0.633 -0.851 -1.75 -0.95 -1.46
C -0.851 -1.888 -1.571 1.52 -0.27 1.41
N -2.005 -2.178 -0.665 -1.42 0.46 0.52
C -2.421 -1.203 0.094 2.42 0.19 -0.97
P -3.803 -1.211 1.349 -2.40 1.11 3.34
O -4.925 -0.254 1.034 1.96 -1.92 -0.45
O -3.098 -0.716 2.801 -1.05 -1.01 -2.40
O -4.337 -2.774 1.637 1.54 2.65 -0.97
C -1.503 0.009 -0.314 -0.71 0.86 0.33
C -1.472 1.279 0.614 -0.83 -0.55 1.32
O -1.528 2.498 -0.087 0.07 -0.67 0.24
C -2.847 2.755 -0.599 -0.86 0.48 -0.76
C -3.549 4.011 0.021 -0.01 -1.18 0.02
H 4.655 0.559 0.113 -0.17 0.40 0.69
H 4.465 2.297 0.511 0.31 -0.74 0.38
H 5.572 1.202 1.516 -0.71 0.50 -0.63
H 3.406 1.904 2.661 0.15 -0.91 -0.40
H 3.653 0.128 2.655 -0.05 0.60 -0.78
H 1.324 0.428 2.075 0.61 0.54 -0.59
H 1.672 1.906 1.065 0.22 -0.91 0.10
H 2.127 0.450 -0.894 -0.19 -0.42 0.74
H 2.947 -0.718 0.173 -0.88 0.48 -0.22
H 1.271 -1.902 -0.291 -0.33 0.19 0.27
H 0.129 0.035 -1.708 0.35 -0.34 0.98
H -1.080 -1.697 -2.641 -0.43 -0.29 0.89
H -0.235 -2.810 -1.448 -0.26 0.73 -0.63
H -2.445 -3.097 -0.635 0.44 0.00 0.07
H -3.826 -0.295 3.330 0.41 0.00 -0.33
H -5.210 -2.637 2.055 0.00 -0.44 -0.18
H -2.006 0.339 -1.269 0.14 -0.10 0.74
H -2.394 1.234 1.265 0.78 -0.09 -0.45
H -0.615 1.232 1.334 -0.46 0.21 -1.00
H -3.514 1.867 -0.442 0.56 0.69 -0.12
H -2.752 2.896 -1.702 -0.05 -0.09 0.79
H -2.818 4.829 0.181 -0.63 -0.50 -0.14
H -4.366 4.305 -0.680 0.76 0.00 0.57
H -4.040 3.693 0.973 0.53 0.53 -0.52
O -5.282 1.660 -2.397 0.09 -0.01 -0.15
H -6.151 2.048 -2.241 0.02 -0.02 0.16
H -5.305 0.838 -1.900 -0.14 0.03 0.08
O -2.828 5.515 -2.605 0.15 -0.11 -0.05
H -3.418 5.118 -3.255 -0.09 0.10 0.02
H -1.948 5.265 -2.906 0.03 0.10 0.00
O -0.308 -0.266 3.589 -0.39 0.16 0.20
H -0.211 0.194 4.432 0.19 0.00 -0.01
H -1.251 -0.191 3.384 0.13 -0.19 0.01
O 4.037 0.171 -2.183 0.10 0.03 -0.32
H 4.023 0.578 -3.055 0.04 0.07 0.04
H 4.928 -0.202 -2.114 -0.07 -0.25 -0.07
O -2.439 7.834 -0.064 0.06 -0.24 0.00
H -2.126 7.482 0.775 0.00 0.09 0.04
H -2.493 7.061 -0.639 -0.11 0.11 -0.14
O 6.157 -1.994 -2.760 -0.01 -0.06 0.03
H 6.539 -2.633 -2.151 0.04 0.10 0.09
H 5.696 -2.538 -3.412 -0.09 0.11 -0.18
O 4.794 -2.920 -5.293 0.08 -0.55 0.37
H 3.913 -3.161 -5.594 0.00 -0.03 0.01
H 5.275 -2.735 -6.107 0.01 0.12 0.02
O 1.815 -2.047 3.284 -0.24 -0.22 0.04
H 0.936 -1.655 3.440 0.19 0.13 -0.23
H 1.786 -2.888 3.753 0.13 0.02 0.06
O 3.590 -3.373 -0.078 -0.30 0.01 0.08
H 3.331 -2.945 0.748 0.13 0.02 0.06
H 3.265 -4.275 0.015 0.08 -0.03 -0.01
O 6.424 -0.410 2.865 -0.03 0.43 0.43
H 5.870 -0.809 2.189 0.08 -0.16 -0.01
H 7.315 -0.664 2.613 -0.01 -0.07 -0.02
O 3.512 -0.494 5.138 -0.13 -0.11 -0.01
H 2.935 -0.875 4.459 0.11 -0.08 0.08
H 4.402 -0.725 4.850 0.09 0.14 -0.01
O -5.387 1.083 4.471 0.10 -0.16 -0.07
H -5.296 1.542 5.313 0.10 -0.03 0.00
H -6.324 1.156 4.264 0.02 -0.02 -0.10
O 4.295 -0.723 -6.481 -0.05 0.67 -0.07
H 4.354 -0.840 -5.526 0.08 -0.20 -0.03
H 4.558 0.193 -6.626 -0.06 -0.03 -0.18
O -4.597 -3.377 -2.173 0.16 -0.13 0.03
H -4.137 -4.163 -2.494 -0.15 -0.07 -0.06
H -4.022 -3.030 -1.488 -0.27 0.08 -0.11
O -7.746 1.427 -0.355 0.13 -0.18 -0.17
H -7.346 0.789 0.247 0.06 0.09 0.04
H -8.231 0.881 -0.985 -0.14 0.05 0.06
O -1.297 -4.254 -3.736 -0.17 0.23 0.04
H -2.071 -3.955 -4.224 0.03 -0.06 -0.08
H -0.619 -4.353 -4.414 0.04 -0.10 0.05
O 6.746 -2.874 2.047 0.02 -0.57 -0.23
H 7.013 -3.224 2.904 -0.04 0.13 0.06
H 6.719 -3.648 1.474 0.01 0.04 -0.04
O 3.578 4.102 1.564 -0.22 0.33 0.11
H 3.647 4.591 2.392 0.10 0.01 -0.02
H 2.647 4.172 1.329 0.02 0.02 -0.05
O -6.925 -3.175 0.003 0.10 -0.03 0.25
H -6.379 -2.392 0.113 -0.10 0.16 -0.20
H -6.372 -3.779 -0.505 -0.08 0.03 -0.13